Entry 1:
A molecular structure, C26H75AsF6O11 in a non-equilibrium geometry. Source: the Open Molecules 2025 dataset; level of theory: ωB97M-V/def2-TZVPD.

Geometry as XYZ:
```
119
Properties=species:S:1:pos:R:3:mulliken_charge:R:1
O 0.2883 -3.7786 0.6768 -0.264
H -0.4490 -4.0986 1.2278 0.493
H 0.5435 -4.4646 0.0345 0.349
H 1.0868 -3.5696 1.2680 0.245
As 0.2923 0.0970 0.2416 2.015
F -0.0972 -0.7686 1.7264 -0.461
F 1.1752 -1.3141 -0.3299 -0.512
F 0.6927 0.8122 -1.3157 -0.065
F -0.5099 1.5686 0.7957 -0.379
F 1.7768 0.7517 0.9711 -0.572
F -1.2226 -0.4788 -0.4013 -0.393
C -0.7543 -2.1375 4.6602 -0.605
C -2.0700 -2.1907 5.4310 -0.474
O -3.1432 -1.7656 4.5889 -0.529
H 0.0662 -2.4466 5.3109 0.437
H -0.5016 -1.1171 4.3700 0.202
H -0.8420 -2.7217 3.7444 -0.028
H -2.0284 -1.5203 6.2930 0.420
H -2.2486 -3.1755 5.8665 0.281
H -3.4521 -0.9288 4.9418 0.254
C 4.5907 -0.4386 -0.2710 -0.664
C 4.8432 0.3838 0.9658 -0.424
O 4.3059 1.6684 0.6767 -0.528
H 4.8642 -1.4959 -0.1871 0.271
H 5.2354 -0.0825 -1.0772 0.372
H 3.5517 -0.3520 -0.5854 0.031
H 5.8991 0.4381 1.2273 0.328
H 4.2992 -0.0717 1.7996 0.212
H 3.3569 1.5781 0.8153 0.373
C 4.4365 -4.2101 1.8342 -1.810
C 3.4624 -3.1140 1.3992 1.552
O 2.2586 -3.2698 2.1803 -0.542
H 3.9695 -5.1908 1.7295 0.396
H 4.7266 -4.1037 2.8815 0.473
H 5.3550 -4.2067 1.2471 0.376
H 3.2447 -3.1302 0.3327 -0.709
H 3.9254 -2.1548 1.6361 -0.278
H 2.5469 -3.3275 3.0957 0.339
C -3.4574 -2.1235 1.0399 0.299
C -4.5195 -3.1250 1.5867 -0.683
O -3.9742 -3.8117 2.6932 -0.548
H -3.2027 -1.3856 1.8001 -0.145
H -3.8260 -1.5306 0.2004 0.285
H -2.6078 -2.7170 0.7033 -0.258
H -4.6636 -3.7957 0.7394 0.407
H -5.4629 -2.5981 1.7404 0.301
H -3.6939 -3.1743 3.3628 0.385
C -4.2956 3.6266 3.0440 -1.619
C -2.9855 2.8588 2.9249 0.490
C -3.2734 1.3696 2.9148 -0.723
O -2.5119 3.2381 1.6299 -0.415
H -4.7914 3.3388 3.9760 0.447
H -4.9581 3.4907 2.1929 0.295
H -4.1041 4.6856 3.2293 0.399
H -2.2660 3.1368 3.6982 0.467
H -2.4085 0.7227 3.1007 0.004
H -3.5915 0.9985 1.9396 0.129
H -3.9934 1.0775 3.6825 0.376
H -1.6637 2.7897 1.4791 0.187
C 0.9402 3.3829 -3.6121 -0.857
C 2.3612 2.9405 -3.2944 0.307
C 2.8128 3.3913 -1.9170 -0.762
O 2.4309 1.5136 -3.3118 -0.649
H 0.6356 3.0341 -4.5997 0.347
H 0.9513 4.4733 -3.6972 0.403
H 0.2194 3.0676 -2.8590 -0.122
H 3.0794 3.3764 -3.9921 0.384
H 3.8765 3.2192 -1.7662 0.265
H 2.2434 2.8771 -1.1426 -0.211
H 2.5776 4.4578 -1.8671 0.395
H 1.9816 1.2505 -2.4968 0.182
C 0.6992 4.9158 2.1089 -1.293
C 1.0892 5.4663 0.7730 0.555
C 0.1671 4.9656 -0.3568 -0.728
O 0.9543 6.8918 0.7837 -0.613
H 0.7805 3.8335 2.1852 0.222
H -0.3095 5.2943 2.2909 0.251
H 1.3535 5.3577 2.8633 0.430
H 2.1369 5.1931 0.6097 0.237
H -0.8554 5.2649 -0.1210 0.457
H 0.2708 3.8873 -0.4802 -0.325
H 0.3653 5.4300 -1.3247 0.439
H 1.2933 7.2320 -0.0477 0.350
C 3.0419 -3.0998 -2.1588 0.238
C 2.5080 -4.5388 -2.2748 0.849
C 3.3124 -5.2849 -3.3362 -1.713
O 2.7485 -5.1458 -1.0239 -0.587
H 2.4387 -2.5399 -1.4398 -1.257
H 2.8852 -2.5409 -3.0855 0.769
H 4.0901 -3.0040 -1.8807 0.456
H 1.4422 -4.6481 -2.4714 -0.195
H 4.3877 -5.1662 -3.1934 0.428
H 3.1333 -4.9851 -4.3710 0.401
H 3.0159 -6.3364 -3.3331 0.392
H 3.6651 -5.4122 -0.9177 0.378
C -4.1384 4.3492 -2.0279 -1.063
C -4.3409 2.8879 -1.6571 0.400
C -3.1353 1.9825 -1.9874 -0.642
O -4.6429 2.7774 -0.2931 -0.547
H -3.8692 4.3730 -3.0888 0.420
H -3.2159 4.6362 -1.5168 -0.004
H -5.0147 4.9698 -1.8690 0.341
H -5.2069 2.5393 -2.2283 0.348
H -2.8024 2.1545 -3.0129 0.441
H -3.3089 0.9185 -1.8397 0.135
H -2.3215 2.2565 -1.3098 -0.120
H -3.8361 2.8301 0.2411 0.286
C -0.5888 -3.5505 -4.0664 -1.677
C -0.4990 -2.3310 -3.1417 1.908
C -1.1388 -1.0917 -3.7877 -1.234
O -1.2661 -2.6598 -1.9872 -0.614
H -0.1247 -3.4220 -5.0473 0.332
H -1.6436 -3.7276 -4.2791 0.397
H -0.0820 -4.4308 -3.6670 0.439
H 0.5335 -2.1841 -2.8131 -0.745
H -0.7396 -0.7658 -4.7509 0.448
H -0.9926 -0.2569 -3.1016 0.098
H -2.2056 -1.1894 -3.9949 0.321
H -1.3674 -1.8242 -1.4958 0.248
```

HOMO-LUMO gap   8.5216 eV
HOMO energy   -9.2141 eV

Entry 2:
A molecular structure, C25H49NO2P2Pt in a non-equilibrium geometry. Source: the Open Molecules 2025 dataset; level of theory: ωB97M-V/def2-TZVPD.

Geometry as XYZ:
```
80
Properties=species:S:1:pos:R:3:mulliken_charge:R:1
Pt -0.0947 -0.1205 -0.2398 2.479
C -0.2507 -0.7943 -2.0272 0.070
O -0.2763 -1.1925 -3.1175 -0.285
C -1.9389 0.1029 0.2068 0.218
O -3.0738 0.2047 0.4244 -0.327
P -0.0006 -2.4393 0.5618 -1.020
C -0.2482 -2.6806 2.3857 0.877
H -0.2142 -3.7726 2.5244 0.736
C -1.2692 -3.6060 -0.1840 0.947
H -2.1385 -2.9360 -0.3039 0.329
C 1.6726 -3.2193 0.3447 0.394
H 2.3106 -2.5773 0.9761 0.457
C 1.6921 2.5243 -2.0220 0.462
P 0.1236 2.2147 -1.0547 -0.145
H 0.1255 4.5046 -0.4085 0.832
H 2.4633 2.3544 -1.2535 0.536
C -1.2141 2.9126 -2.1763 0.746
H -0.6935 3.7410 -2.6835 0.418
C -0.8891 -4.1496 -1.5597 -1.585
H -0.1773 -4.9835 -1.4879 0.329
H -0.4925 -3.3989 -2.2462 0.213
H -1.8032 -4.5509 -2.0204 0.553
C -1.6961 -4.7794 0.7061 -1.458
H -2.3400 -5.4423 0.1155 0.487
H -2.2733 -4.4745 1.5819 0.369
H -0.8386 -5.3760 1.0401 0.293
C 1.7799 -4.6549 0.8761 -1.436
H 1.5004 -4.7580 1.9321 0.348
H 2.8310 -4.9700 0.7980 0.484
H 1.1916 -5.3631 0.2766 0.305
C 2.2105 -3.1445 -1.0835 -1.267
H 3.2995 -3.2852 -1.0470 0.495
H 2.0155 -2.1776 -1.5584 0.256
H 1.7989 -3.9413 -1.7159 0.311
C 0.8882 -2.0828 3.2203 -1.589
H 1.7623 -2.7506 3.2583 0.341
H 0.5429 -1.9230 4.2523 0.465
H 1.2229 -1.1154 2.8247 0.290
C -1.6286 -2.2085 2.8418 -1.317
H -1.6802 -1.1148 2.8542 -0.338
H -1.8043 -2.5719 3.8660 0.632
H -2.4428 -2.5887 2.2137 0.346
C 1.8312 3.9584 -2.5563 -1.670
H 1.5604 4.7437 -1.8428 0.410
H 1.2428 4.0975 -3.4726 0.476
H 2.8859 4.1162 -2.8244 0.469
C 1.9481 1.5388 -3.1582 -1.221
H 1.1963 1.6248 -3.9535 0.272
C -0.7409 3.5704 1.3100 -1.872
H 1.9870 0.5012 -2.8134 0.213
H 2.9242 1.7783 -3.6028 0.468
C 1.7113 3.7007 0.7975 -1.719
H -0.3789 3.0109 2.1767 0.627
H -0.9467 4.6030 1.6316 0.437
H -1.6974 3.1247 1.0200 0.234
C 0.3036 3.5979 0.1963 0.378
H 1.6734 4.3559 1.6788 0.465
H 2.4407 4.1384 0.1042 0.385
H 2.0811 2.7183 1.1216 0.318
C -2.4262 3.4888 -1.4420 -1.454
H -2.9408 2.7182 -0.8526 0.261
H -3.1417 3.8618 -2.1871 0.481
H -2.1761 4.3304 -0.7886 0.366
C -1.6957 1.9260 -3.2356 -1.430
H -0.8885 1.4634 -3.8102 0.197
H -2.3355 2.4682 -3.9460 0.504
H -2.3089 1.1333 -2.7883 0.338
H 0.2029 0.7950 1.3227 -0.011
H 0.6038 0.0670 1.4706 -0.034
C -2.0829 1.9565 5.7306 -0.489
C -2.9792 1.9273 4.6601 -0.810
C -2.5233 1.4872 3.4151 0.254
N -1.2515 1.1183 3.1969 0.077
C -0.3920 1.1333 4.2212 0.159
C -0.7632 1.5444 5.5071 -0.760
H -2.3993 2.2922 6.7216 0.472
H -4.0229 2.2285 4.7606 0.515
H -3.2151 1.4295 2.5651 0.426
H 0.6338 0.8021 4.0167 0.493
H -0.0088 1.5288 6.2861 0.523
```

HOMO-LUMO gap (alpha / beta)   6.9552 / 4.2974 eV
2S+1   5
ΔE to the lowest compared entry with this formula, charge and spin   0.00 kJ/mol
Net charge   +4
HOMO energy (alpha / beta)   -19.0841 / -21.5822 eV

Entry 3:
2 unconnected molecules or ions with the total composition C3H4Br2N2. Source: the Open Molecules 2025 dataset; level of theory: ωB97M-V/def2-TZVPD.

Geometry as XYZ:
```
11
Properties=species:S:1:pos:R:3:mulliken_charge:R:1
C -0.1098 -0.7889 0.0051 -0.455
C 0.2245 -0.9224 -1.3187 -0.154
C 0.9011 0.0211 0.5469 -0.405
N 1.3640 -0.2136 -1.4863 0.401
N 1.7830 0.3640 -0.3711 -0.688
Br 2.3422 -0.0739 -3.0469 0.031
Br -1.8123 2.1974 -0.1138 -0.214
H -0.9608 -1.1988 0.5064 0.364
H -0.2433 -1.4295 -2.1372 0.430
H 1.0142 0.3713 1.5545 0.476
H -0.4892 2.6203 0.0836 0.213
```

HOMO-LUMO gap   9.4236 eV
ΔE to the lowest compared entry with this formula, charge and spin   61.06 kJ/mol
HOMO energy   -9.4462 eV
SMILES string   Brn1cccn1.Br